Computed, not measured: one molecule with the formula C4H5N3, with ωB97M-V with the def2-TZVPD basis set.

Each line ends with the natural charge from an NBO analysis.
Atoms and positions in Å:
C -1.62297 0.04662 0.19572  -0.4300
N -0.46823 -0.72679 -0.28225  -0.5820
C 0.83931 -0.28917 0.21576  -0.2313
C 1.89787 -0.69047 -0.74119  0.2711
N 2.63500 -1.01045 -1.57256  -0.2607
C 0.96711 1.16783 0.49453  0.2519
N 1.01387 2.27744 0.81100  -0.2730
H -2.52753 -0.30378 -0.31275  0.2205
H -1.50917 1.12481 0.03450  0.1894
H -1.79324 -0.09163 1.27004  0.2020
H -0.45541 -0.73088 -1.29699  0.3760
H 1.02340 -0.77355 1.18417  0.2660

Force components x, y, z for each atom (eV/Å):
C -0.03 0.05 0.23
N -0.01 0.23 -0.18
C -0.09 -0.07 0.08
C 0.37 -0.39 -0.77
N -0.72 0.35 1.01
C -0.02 0.91 0.27
N -0.04 -0.95 -0.37
H 0.31 0.03 0.01
H -0.09 -0.05 -0.10
H 0.22 -0.16 -0.17
H 0.02 0.06 0.14
H 0.09 -0.02 -0.16

* net charge: 0
* LUMO level: 0.59 eV
* Kohn-Sham gap: 0.4059 Ha
* SMILES string: CNC(C#N)C#N
* energy above the lowest of the compared OMol25 structures with the same formula, charge and spin: 45.7 kcal/mol
* HOMO energy: -10.46 eV